Entry 1:
Molecular formula: C25H20F2N5NiS2
Method: DFT, ωB97M-V with the def2-TZVPD basis set

Structure (ORCA input):
```
! RIJCOSX wB97M-V def2-TZVPD def2/J DEFGRID3
* xyz -1 3
Ni 0.03 -0.10 0.05
S -2.38 -0.76 0.07
S -0.35 2.21 -0.76
F -0.11 -3.68 -4.04
F 3.92 -1.45 -3.26
N 0.30 -1.72 1.41
N -0.61 2.11 1.98
N 2.18 0.41 0.08
N -0.27 0.82 1.84
N -0.88 4.12 0.99
C 0.65 -1.07 -1.60
C -0.88 0.57 4.18
C 0.58 -2.74 -3.34
C 4.54 1.65 -0.62
C -4.71 2.08 -2.68
C -0.05 -2.03 -2.34
C 0.73 -2.94 1.16
C -0.61 2.79 0.82
C -4.34 1.09 -0.51
C -0.34 0.07 2.88
C 3.95 0.74 -1.47
C -3.26 0.34 -0.99
C 2.01 -0.86 -1.93
C 0.32 -2.21 3.73
C -5.05 1.95 -1.34
C 2.75 1.29 0.89
C 0.97 -3.88 2.15
C 0.09 -1.33 2.68
C 2.76 0.12 -1.10
C 2.60 -1.61 -2.95
C 0.76 -3.50 3.46
C 1.91 -2.55 -3.68
C -2.93 0.49 -2.34
C -3.64 1.34 -3.17
C 3.94 1.93 0.60
H 5.46 2.15 -0.90
H 0.95 -4.19 4.27
H -1.96 0.71 4.08
H 4.39 0.53 -2.43
H -0.46 1.55 4.41
H -1.09 -2.23 -2.12
H -0.68 4.50 1.90
H 2.22 1.49 1.81
H 4.37 2.63 1.30
H -3.35 1.44 -4.21
H -4.60 1.00 0.54
H -0.64 4.69 0.20
H -2.08 -0.07 -2.73
H 1.31 -4.87 1.89
H 2.40 -3.13 -4.45
H -0.70 -0.11 5.01
H -5.88 2.52 -0.93
H 0.86 -3.18 0.11
H 0.15 -1.89 4.75
H -5.26 2.75 -3.33
*
```

Values from the calculation:
HOMO (spin up / spin down), eV: -3.4 / -3.7
Energy relative to the best compared isomer or geometry (same formula, charge and spin), kcal per mole: 0.0
Expectation value of S²: 2.010

---

Entry 2:
Molecular formula: C22H47N3
Method: DFT, ωB97M-V with the def2-TZVPD basis set

Structure (ORCA input):
```
! RIJCOSX wB97M-V def2-TZVPD def2/J DEFGRID3
* xyz 0 1
N 2.07 -1.06 -0.97
N 1.76 2.52 0.14
N 4.24 -2.31 0.37
C 0.07 -3.19 -0.81
C -0.22 3.26 1.41
C 1.00 2.34 1.36
C -1.37 2.78 0.52
C 3.39 2.74 -2.24
C 1.62 0.32 -1.04
C -2.11 -4.11 0.15
C -5.31 1.21 -1.07
C -5.85 -0.07 -0.45
C 0.42 -2.28 0.37
C 1.85 -1.74 0.30
C 3.74 1.76 -1.12
C -4.30 1.89 -0.15
C 4.78 2.39 -0.20
C -3.14 0.95 0.18
C -4.69 -1.02 -0.13
C -2.13 1.60 1.13
C -3.68 -0.34 0.79
C -1.44 -3.37 -1.00
C 4.71 -1.74 1.62
C 2.89 -2.86 0.43
C 2.51 1.35 -0.29
H -3.16 -4.25 -0.06
H 1.67 2.58 2.20
H 0.29 -2.81 1.31
H -1.41 0.83 1.43
H -0.99 2.49 -0.46
H -4.17 -0.11 1.74
H 1.56 0.59 -2.09
H -3.93 2.80 -0.62
H -1.61 -3.92 -1.93
H 3.06 -1.11 -1.18
H -2.86 -1.03 1.00
H -2.06 3.61 0.37
H 0.52 -4.17 -0.67
H 1.97 -1.05 1.16
H 5.64 2.74 -0.78
H 2.77 -3.53 -0.42
H 4.10 -0.87 1.87
H -4.83 0.98 -2.02
H 3.03 3.67 -1.82
H 4.35 3.24 0.32
H 2.70 -3.42 1.36
H 2.62 2.33 -2.89
H -5.07 -1.93 0.33
H -2.64 1.93 2.03
H -6.14 1.90 -1.28
H -4.20 -1.30 -1.06
H -1.65 -5.08 0.29
H 4.66 -2.45 2.46
H 5.13 1.68 0.54
H 0.61 0.36 -0.63
H 0.49 -2.74 -1.71
H -4.80 2.17 0.79
H -0.27 -1.44 0.37
H -6.55 -0.55 -1.13
H -2.63 0.70 -0.76
H -1.90 -2.39 -1.12
H -2.01 -3.55 1.08
H 5.74 -1.42 1.49
H 0.67 1.30 1.50
H 1.14 2.81 -0.62
H 4.88 -3.05 0.08
H 0.10 4.26 1.10
H 4.27 2.94 -2.84
H -0.57 3.33 2.44
H 2.89 0.87 0.63
H -6.38 0.17 0.48
H 4.16 0.85 -1.56
*
```

Values from the calculation:
HOMO, eV: -8.0
Energy relative to the best compared isomer or geometry (same formula, charge and spin), kcal per mole: 2.4
SMILES: CCCC[C@@H](CNC)NC[C@H](NCCCCC1CCCCC1)C(C)C

---

Entry 3:
Molecular formula: C8H14N
Method: DFT, ωB97M-V with the def2-TZVPD basis set

Structure (ORCA input):
```
! RIJCOSX wB97M-V def2-TZVPD def2/J DEFGRID3
* xyz 1 1
N 0.69 0.24 -0.40
C 0.49 0.00 -1.80
C -0.37 -0.37 0.40
C -2.36 1.46 0.39
C -0.47 -1.87 0.48
C 2.82 -0.47 0.92
C 2.40 0.60 0.31
C -1.47 0.43 -0.36
C -0.31 1.01 -1.16
H 2.18 -1.39 1.08
H -1.66 2.08 1.03
H 0.58 -2.26 0.76
H 2.66 1.61 0.03
H -2.90 2.08 -0.21
H 1.18 0.39 -2.49
H -3.09 0.96 1.10
H -0.16 -0.09 1.39
H -0.85 -2.63 -0.23
H -0.05 2.01 -1.33
H -1.09 -2.05 1.53
H 0.16 -1.04 -2.04
H -2.09 -0.24 -0.83
H 3.73 -0.45 1.44
*
```

Values from the calculation:
HOMO, eV: -14.8
Energy relative to the best compared isomer or geometry (same formula, charge and spin), kcal per mole: 75.0

---

Entry 4:
Molecular formula: C19H12F5N2O2PbS4
Method: DFT, ωB97M-V with the def2-TZVPD basis set

Structure (ORCA input):
```
! RIJCOSX wB97M-V def2-TZVPD def2/J DEFGRID3
* xyz -1 1
Pb -1.27 0.85 1.17
S -2.06 -1.52 1.95
S -3.94 0.78 1.80
S 1.06 1.62 2.78
S -4.91 -1.92 2.57
F -0.08 1.11 5.59
F 3.60 5.10 5.45
F 2.53 4.29 7.83
F 2.88 3.89 3.17
F 0.68 2.31 7.86
O -4.05 -1.67 -5.53
O 3.21 -2.67 -3.88
N -2.00 -0.15 -1.23
N 0.65 0.07 -0.63
C -3.39 -2.46 -4.56
C 2.31 3.48 4.31
C 2.70 4.10 5.48
C 2.16 3.70 6.69
C -3.81 -0.99 -2.54
C -3.69 -0.90 2.12
C 1.31 -1.22 -2.52
C -1.56 -1.54 -3.10
C -2.92 -1.66 -3.37
C 1.93 0.23 -0.32
C -3.30 -0.26 -1.49
C 3.74 -1.69 -3.01
C 2.96 -0.34 -1.05
C 0.32 -0.64 -1.71
C 1.38 2.43 4.27
C 0.83 2.08 5.51
C 1.21 2.69 6.69
C 2.64 -1.09 -2.17
C -1.12 -0.78 -2.02
H 4.21 -0.88 -3.58
H -4.87 -1.04 -2.72
H 3.98 -0.20 -0.73
H 2.14 0.84 0.55
H -4.13 -3.20 -4.24
H -3.96 0.26 -0.80
H -3.46 -0.96 -5.80
H 3.94 -3.10 -4.32
H 4.49 -2.11 -2.34
H 1.06 -1.78 -3.41
H -0.85 -2.06 -3.73
H -2.54 -2.99 -5.00
*
```

Values from the calculation:
HOMO, eV: -4.3

---

Entry 5:
Molecular formula: C4H6S
Method: DFT, ωB97M-V with the def2-TZVPD basis set

Structure (ORCA input):
```
! RIJCOSX wB97M-V def2-TZVPD def2/J DEFGRID3
* xyz 0 1
S -1.42 1.54 0.69
C -1.42 -0.24 0.88
C 1.65 -0.15 -1.02
C 0.37 0.15 -0.72
C -0.11 0.28 0.61
H 2.29 -0.45 -0.11
H -1.82 -0.65 1.80
H 1.92 -0.19 -2.14
H -0.40 0.37 -1.45
H -1.77 -0.84 0.10
H 0.69 0.20 1.36
*
```

Values from the calculation:
HOMO, eV: -8.9
Energy relative to the best compared isomer or geometry (same formula, charge and spin), kcal per mole: 26.8
SMILES: C=C[C@@H]1CS1

---

Entry 6:
Molecular formula: C6H12N2O
Method: DFT, ωB97M-V with the def2-TZVPD basis set

Structure (ORCA input):
```
! RIJCOSX wB97M-V def2-TZVPD def2/J DEFGRID3
* xyz 0 1
O 2.35 -0.44 0.80
N 0.90 1.99 0.62
N -1.08 -1.41 1.52
C -1.26 -0.82 0.26
C -0.95 0.50 -0.07
C 1.20 -0.38 0.00
C -1.89 1.47 -0.71
C 1.28 -1.23 -1.23
C 0.42 0.77 0.16
H 0.37 2.42 1.36
H -2.08 -1.30 -0.28
H -2.33 2.15 0.02
H 0.39 -1.11 -1.84
H -1.31 -2.39 1.61
H -1.39 2.09 -1.46
H 1.38 -2.29 -0.98
H 3.01 -1.00 0.38
H -2.71 0.95 -1.22
H -0.34 -0.99 2.06
H 1.89 1.98 0.83
H 2.15 -0.95 -1.84
*
```

Values from the calculation:
HOMO, eV: -6.5
Energy relative to the best compared isomer or geometry (same formula, charge and spin), kcal per mole: 58.9
SMILES: CC(=C/N)/C(N)=C(\C)O

---

What did we get for max |F|? Answer: 0.58 0.58 4.96 0.62 2.70 1.78 eV/Å, in the order shown.